Entry 1:
{"formula": "C28H33N4OPtS3", "method": "the ωB97M-V functional and the def2-TZVPD basis", "species": ["Pt", "C", "N", "C", "C", "N", "C", "C", "C", "C", "C", "C", "C", "S", "C", "C", "C", "C", "C", "C", "S", "H", "H", "H", "H", "H", "H", "H", "H", "H", "H", "H", "H", "H", "H", "H", "H", "H", "H", "C", "C", "N", "C", "C", "C", "S", "N", "C", "O", "C", "C", "C", "C", "C", "C", "H", "H", "H", "H", "H", "H", "H", "H", "H", "H", "H", "H", "H", "H", "H"], "coordinates": [[-0.521, 0.867, -0.263], [-1.653, 2.998, -2.518], [-0.425, 2.264, -2.204], [-0.102, 1.216, -3.182], [-1.175, 0.123, -3.295], [-1.504, -0.497, -2.000], [-0.832, -1.784, -1.785], [-2.923, -0.709, -1.848], [-3.578, -1.601, -2.684], [-4.900, -1.944, -2.465], [-5.599, -1.365, -1.413], [-4.982, -0.429, -0.612], [-3.639, -0.083, -0.817], [-2.953, 1.166, 0.174], [0.655, 3.216, -2.077], [1.087, 3.951, -3.173], [2.079, 4.907, -3.041], [2.653, 5.158, -1.803], [2.242, 4.431, -0.708], [1.247, 3.456, -0.828], [0.812, 2.627, 0.644], [-1.579, 3.490, -3.492], [-1.815, 3.759, -1.756], [-2.514, 2.333, -2.525], [0.847, 0.773, -2.862], [0.034, 1.639, -4.183], [-0.793, -0.634, -3.989], [-2.091, 0.545, -3.720], [-1.184, -2.551, -2.481], [-1.053, -2.107, -0.767], [0.244, -1.670, -1.900], [-3.039, -2.048, -3.507], [-5.371, -2.676, -3.100], [-6.622, -1.646, -1.225], [-5.511, 0.045, 0.200], [0.641, 3.799, -4.146], [2.402, 5.467, -3.903], [3.411, 5.917, -1.688], [2.670, 4.595, 0.269], [1.632, -4.163, 2.764], [2.800, -3.260, 2.373], [2.572, -2.597, 1.099], [3.008, -3.294, -0.094], [4.411, -2.900, -0.545], [1.852, -1.475, 1.079], [1.837, -0.530, -0.381], [1.325, -1.045, 2.194], [0.167, -0.442, 2.393], [-0.782, -0.441, 1.566], [-0.049, 0.137, 3.732], [0.540, -0.420, 4.863], [0.295, 0.136, 6.104], [-0.519, 1.252, 6.219], [-1.122, 1.795, 5.094], [-0.898, 1.234, 3.853], [1.819, -4.612, 3.736], [1.499, -4.963, 2.037], [0.715, -3.581, 2.820], [3.720, -3.844, 2.289], [2.940, -2.484, 3.130], [2.294, -3.092, -0.898], [2.978, -4.366, 0.126], [4.416, -1.864, -0.878], [4.719, -3.541, -1.368], [5.128, -3.014, 0.265], [1.163, -1.294, 4.757], [0.721, -0.309, 6.991], [-0.698, 1.693, 7.188], [-1.782, 2.642, 5.195], [-1.364, 1.648, 2.969]], "largest_force_ev_per_a": 3.560, "total_charge": 1, "gap_ev": [5.5775, 5.5759]}



Entry 2:
{"formula": "C28H33O3Si", "method": "the ωB97M-V functional and the def2-TZVPD basis", "species": ["C", "Si", "C", "C", "O", "C", "C", "C", "C", "C", "O", "H", "H", "H", "H", "H", "H", "H", "H", "H", "H", "H", "H", "H", "H", "H", "H", "C", "C", "C", "C", "C", "C", "C", "C", "C", "C", "O", "C", "C", "C", "C", "C", "C", "C", "C", "C", "C", "H", "H", "H", "H", "H", "H", "H", "H", "H", "H", "H", "H", "H", "H", "H", "H", "H"], "coordinates": [[-0.182, 0.322, 4.381], [0.241, -0.003, 2.583], [-1.028, 0.796, 1.478], [1.994, 0.514, 2.239], [0.134, -1.719, 2.371], [0.360, -2.378, 1.236], [0.194, -3.737, 1.147], [0.526, -4.459, -0.083], [1.299, -3.593, -1.083], [0.697, -2.222, -1.136], [0.749, -1.622, 0.214], [-0.127, 1.406, 4.562], [-1.196, -0.010, 4.642], [0.520, -0.167, 5.071], [-0.971, 1.887, 1.595], [-0.859, 0.558, 0.421], [-2.047, 0.480, 1.737], [2.083, 1.600, 2.384], [2.699, 0.022, 2.920], [2.297, 0.280, 1.212], [-0.149, -4.253, 2.043], [1.126, -5.344, 0.151], [-0.393, -4.796, -0.583], [2.354, -3.547, -0.794], [1.243, -4.046, -2.076], [1.262, -1.548, -1.783], [-0.353, -2.274, -1.446], [-0.480, -11.620, 3.165], [-1.076, -10.247, 3.138], [-0.313, -9.144, 3.550], [-0.835, -7.867, 3.508], [-2.168, -7.615, 3.047], [-2.596, -6.263, 2.998], [-3.764, -5.694, 2.427], [-4.679, -6.356, 1.556], [-5.844, -5.735, 1.135], [-6.098, -4.414, 1.519], [-7.286, -3.784, 1.141], [-8.411, -3.959, 1.966], [-8.793, -2.891, 2.787], [-9.855, -3.077, 3.673], [-10.549, -4.293, 3.699], [-10.176, -5.332, 2.838], [-9.104, -5.172, 1.954], [-5.163, -3.683, 2.265], [-4.030, -4.320, 2.719], [-2.959, -8.761, 2.720], [-2.400, -10.031, 2.730], [-1.151, -12.337, 2.682], [0.487, -11.636, 2.645], [-0.300, -11.955, 4.196], [0.705, -9.316, 3.900], [-0.231, -7.015, 3.826], [-1.948, -5.553, 3.516], [-4.464, -7.358, 1.194], [-6.564, -6.248, 0.497], [-8.235, -1.955, 2.723], [-10.138, -2.257, 4.335], [-11.386, -4.428, 4.388], [-10.718, -6.279, 2.839], [-8.793, -5.955, 1.258], [-5.368, -2.635, 2.476], [-3.319, -3.767, 3.332], [-4.016, -8.643, 2.489], [-2.997, -10.892, 2.423]], "largest_force_ev_per_a": 2.789, "total_charge": 1, "gap_ev": 4.1871}